This record from the OMol25 dataset describes a molecular structure, C16H20N5OTi. The level of theory is wB97M-V/def2-TZVPD.

The calculation puts the frontier orbital gap (alpha / beta) at 6.159 / 7.484 eV. Its spin multiplicity is 3. For the calculated total energy, the calculation gives -1820.06582 Eh. As for the expectation value of S²: 2.02. As for the charge: +1.

Each line ends with the Löwdin charge.
CARTESIAN COORDINATES (ANGSTROEM)
Ti 0.5178 0.4841 -0.8106  1.021
C 0.5359 0.8638 3.5721  -0.009
C 0.6694 1.0554 2.0987  -0.250
N 0.1148 0.2941 1.2002  -0.087
N -0.5979 -0.8150 1.5991  0.095
C -0.6352 -1.6500 0.5991  -0.410
O -0.0149 -1.3848 -0.5319  -0.184
C -1.3654 -2.9218 0.7304  -0.157
C -2.1454 -3.1716 1.8597  -0.023
C -2.8305 -4.3676 1.9768  -0.068
C -2.7398 -5.3227 0.9710  -0.072
C -1.9637 -5.0777 -0.1523  -0.071
C -1.2785 -3.8796 -0.2752  -0.026
C 1.4703 2.1125 1.5123  -0.213
C 2.0830 3.1164 2.2614  0.009
C 2.8301 4.0845 1.6268  -0.034
C 2.9666 4.0308 0.2400  -0.046
C 2.3526 3.0078 -0.4408  -0.124
N 1.6067 2.0589 0.1579  -0.031
H -0.0262 -0.0422 3.7725  0.072
H 0.0119 1.7094 4.0233  0.096
H 1.5167 0.7894 4.0446  0.095
H -2.2040 -2.4206 2.6350  0.109
H -3.4356 -4.5582 2.8528  0.108
H -3.2738 -6.2589 1.0649  0.108
H -1.8904 -5.8233 -0.9328  0.106
H -0.6668 -3.6811 -1.1444  0.109
H 1.9594 3.1246 3.3348  0.119
H 3.3074 4.8718 2.1935  0.119
H 3.5509 4.7633 -0.2975  0.114
H 2.4580 2.9226 -1.5171  0.107
N 1.1840 0.2526 -3.0387  -0.034
C 0.3226 1.1258 -3.8686  -0.229
C -1.1045 1.0584 -3.3564  -0.216
N -1.1430 1.4971 -1.9375  -0.036
H 2.1605 0.4062 -3.2678  0.102
H 0.9989 -0.7238 -3.2619  0.106
H 0.3530 0.8594 -4.9262  0.126
H 0.6971 2.1484 -3.7792  0.120
H -1.4672 0.0296 -3.3975  0.128
H -1.7596 1.6655 -3.9823  0.127
H -2.0378 1.2546 -1.5206  0.112
H -1.0878 2.5119 -1.8878  0.108

Atoms 1-3, force components in eV/Å:
Ti 0.342 -0.228 -0.413
C 0.017 0.018 -0.019
C -0.161 -0.140 0.030

---

This record from the OMol25 dataset describes a molecular structure, C25H44BIrN9O3P2S3 at a distorted geometry. The level of theory is wB97M-V/def2-TZVPD.

The calculation puts the frontier orbital gap at 7.986 eV. For the calculated total energy, the calculation gives -3704.01712 Eh. As for the energy above the lowest of the compared OMol25 structures with the same formula, charge and spin: 0.0 kJ/mol. As for the charge: +1.

Each line ends with the Löwdin charge.
CARTESIAN COORDINATES (ANGSTROEM)
Ir 1.0392 1.3239 -0.3152  1.000
C 1.6489 5.5377 0.8579  -0.030
C 1.3156 4.2237 1.1739  -0.133
N 1.4208 3.4412 0.0954  -0.068
N 1.8226 4.2363 -0.9108  -0.022
C 1.9647 5.4965 -0.4832  -0.045
B 2.0055 3.6799 -2.3229  -0.534
N 3.0244 2.5459 -2.2579  -0.013
C 4.1625 2.3928 -2.9450  -0.041
C 4.8218 1.2816 -2.4593  -0.026
C 3.9921 0.8025 -1.4493  -0.138
N 2.9074 1.5694 -1.3374  -0.096
N 0.6775 3.0824 -2.7249  -0.016
C -0.2063 3.5215 -3.6252  -0.041
C -1.3474 2.7559 -3.5264  -0.015
C -1.0766 1.8447 -2.5112  -0.119
N 0.1550 2.0418 -2.0352  -0.112
H 1.6539 6.3924 1.5112  0.105
H 0.9887 3.8322 2.1154  0.056
H 2.2809 6.2749 -1.1575  0.132
H 2.3505 4.5500 -3.0684  0.132
H 4.4303 3.0820 -3.7285  0.134
H 5.7649 0.8792 -2.7847  0.106
H 4.1468 -0.0268 -0.7849  0.089
H 0.0350 4.3498 -4.2706  0.133
H -2.2544 2.8449 -4.0979  0.108
H -1.6976 1.0635 -2.1236  0.058
C 1.5390 -3.6659 -2.1309  -0.169
N 0.2155 -3.0725 -2.0086  -0.136
C -0.4508 -3.5971 -0.8178  -0.161
N 0.3340 -3.3988 0.4036  -0.128
C 1.6559 -3.9899 0.2264  -0.171
N 2.3626 -3.4473 -0.9362  -0.137
C 2.7504 -2.0567 -0.7704  -0.289
P 1.2388 -0.9769 -0.5472  0.931
C 0.2802 -1.6170 -1.9935  -0.282
C 0.4280 -1.9929 0.7710  -0.311
H 2.0484 -3.2460 -2.9996  0.132
H 1.4203 -4.7403 -2.2716  0.133
H -0.6094 -4.6673 -0.9550  0.136
H -1.4141 -3.1030 -0.6978  0.104
H 1.5382 -5.0634 0.0802  0.133
H 2.2532 -3.8129 1.1228  0.130
H 3.3142 -1.7356 -1.6446  0.083
H 3.3975 -1.9586 0.1058  0.100
H 0.7446 -1.2572 -2.9160  0.107
H -0.7219 -1.1964 -1.9262  0.056
H -0.5559 -1.5722 0.9488  0.024
H 1.0078 -1.8988 1.6926  0.090
C -3.8886 -3.1859 2.0039  -0.032
C -2.9038 -2.0415 2.0870  -0.436
C -3.2932 -1.0219 3.1408  -0.079
O -2.7926 -1.4958 0.7381  -0.337
P -2.8609 -0.0018 0.1762  -0.124
S -4.4099 1.0008 0.6342  0.354
S -1.1610 1.0371 0.7542  0.350
O -2.7033 -0.3612 -1.3729  -0.391
C -3.4364 -1.3961 -2.1097  -0.427
C -3.1244 -1.1425 -3.5697  -0.031
C -4.9258 -1.3708 -1.8400  -0.061
H -3.8977 -3.7313 2.9490  0.091
H -3.6065 -3.8810 1.2123  0.083
H -4.8930 -2.8089 1.8052  0.092
H -1.9118 -2.4409 2.3147  0.126
H -4.3136 -0.6767 2.9916  0.060
H -2.6325 -0.1546 3.1133  0.038
H -3.2189 -1.4912 4.1239  0.094
H -3.0198 -2.3559 -1.7978  0.123
H -3.6149 -0.2246 -3.8991  0.093
H -3.4941 -1.9736 -4.1701  0.095
H -2.0515 -1.0418 -3.7370  0.072
H -5.3542 -0.4216 -2.1622  0.089
H -5.1488 -1.5044 -0.7838  0.051
H -5.3959 -2.1800 -2.4012  0.095
O 1.5220 0.7687 1.7549  -0.738
S 0.9273 1.5448 2.9470  0.923
C 2.3384 1.8767 4.0200  -0.298
C 1.8046 1.6136 5.4213  -0.223
C 1.1251 0.2458 5.3224  -0.209
C 0.2368 0.3011 4.0773  -0.290
H 2.6993 2.8899 3.8508  0.097
H 3.1120 1.1623 3.7311  0.109
H 1.0721 2.3798 5.6889  0.123
H 2.5975 1.6289 6.1666  0.124
H 0.5387 0.0222 6.2118  0.121
H 1.8798 -0.5342 5.2151  0.120
H -0.7725 0.6436 4.3053  0.090
H 0.1688 -0.6302 3.5167  0.085

Atoms 1-3, force components in eV/Å:
Ir 0.214 -0.109 0.664
C 0.050 -0.025 0.086
C -0.046 0.053 -0.156

---

This record from the OMol25 dataset describes 10 unconnected molecules or ions with the total composition C5H28N2O9 at a distorted geometry. The level of theory is wB97M-V/def2-TZVPD.

The calculation puts the frontier orbital gap at 8.874 eV. For the calculated total energy, the calculation gives -993.91598 Eh. As for the energy above the lowest of the compared OMol25 structures with the same formula, charge and spin: 406.6 kJ/mol. The SMILES is C=NC(=C)CCN.O.O.O.O.O.O.O.O.O.

Each line ends with the Löwdin charge.
CARTESIAN COORDINATES (ANGSTROEM)
C -0.9612 -1.3580 -3.0547  -0.275
C 0.2365 -0.5859 -2.5148  -0.150
C -0.0355 0.4480 -1.4269  -0.335
C -0.5760 0.2740 -0.2136  0.029
C -0.0781 2.7789 -1.8103  0.004
N 0.5339 1.6955 -1.7859  -0.015
N -2.1538 -1.6371 -2.2440  -0.004
H -0.5747 -2.2607 -3.4826  0.094
H -1.4214 -0.7103 -3.8944  0.129
H 1.0544 -1.2118 -2.1247  0.098
H 0.6759 -0.0407 -3.4111  0.125
H -0.8125 -0.7013 0.2201  0.053
H -0.7162 1.1664 0.4142  0.052
H -1.1370 2.7793 -1.4802  0.088
H 0.5106 3.6089 -2.0830  0.067
H -2.5131 -0.8242 -1.7139  0.055
H -1.9068 -2.2387 -1.4710  0.047
H 2.5555 0.9958 1.2957  0.013
H 1.8783 2.0415 0.5813  0.012
O 1.8618 1.6568 1.4712  -0.083
H 4.2262 -1.2576 0.5746  0.047
H 2.7877 -1.7520 0.3235  -0.003
O 3.3116 -0.9981 0.5928  -0.034
H 3.3794 0.8871 -0.7282  0.021
H 2.5227 1.8135 -1.5247  -0.003
O 3.2207 1.8300 -0.8743  -0.064
H -1.6454 -2.1239 1.9099  0.028
H -0.1071 -2.7234 2.0512  0.036
O -0.9015 -2.6275 1.5288  -0.082
H 1.0605 -0.0415 2.2759  0.013
H 0.9863 0.1516 3.7386  0.064
O 0.5165 -0.3023 3.0302  -0.053
H -1.4088 2.7614 1.8430  0.031
H -0.8181 2.1626 3.1015  0.061
O -1.6529 2.2082 2.5820  -0.059
H -2.1350 -0.6586 3.4115  0.047
H -1.2736 0.1283 2.4309  0.014
O -2.0972 -0.4367 2.4889  -0.096
H 1.4822 -3.7744 0.2702  0.054
H 0.4305 -2.6690 0.2401  -0.004
O 1.3045 -2.9072 -0.0853  -0.044
H -3.6732 2.1094 -0.4362  0.069
H -2.9953 0.8833 0.3743  0.025
O -2.9414 1.4604 -0.3904  -0.072

Atoms 1-3, force components in eV/Å:
C -1.938 2.029 -1.072
C 0.995 0.977 0.089
C -0.069 -0.053 0.023

---

This record from the OMol25 dataset describes a molecular structure, C53H40AgO3PS2. The level of theory is wB97M-V/def2-TZVPD.

The calculation puts the frontier orbital gap at 6.016 eV. For the calculated total energy, the calculation gives -3554.03997 Eh.

Each line ends with the Löwdin charge.
CARTESIAN COORDINATES (ANGSTROEM)
Ag -1.2223 -0.0875 -2.0425  0.679
C -1.8517 -5.2546 4.9717  -0.044
C -1.7364 -4.2582 3.8504  -0.264
C -2.8708 -3.7816 3.1918  -0.026
C -2.7655 -2.8708 2.1544  -0.046
C -1.5051 -2.4329 1.7745  -0.371
C -0.3614 -2.9048 2.3988  -0.068
C -0.4848 -3.8084 3.4423  -0.032
S -1.2849 -1.2810 0.4383  0.979
O -2.1129 -1.7700 -0.7435  -0.576
C -2.2584 0.0674 1.1395  -0.322
C -3.5413 0.2878 0.6030  -0.060
C -4.2960 1.3096 1.0973  -0.001
C -3.7965 2.1528 2.1197  -0.145
C -4.5694 3.2258 2.6339  -0.028
C -4.0689 4.0469 3.5986  -0.072
C -2.7594 3.8431 4.0958  -0.066
C -1.9936 2.8176 3.6267  -0.027
C -2.4962 1.9359 2.6310  -0.109
C -1.7205 0.8591 2.1177  -0.164
C -0.3326 0.6054 2.6138  -0.161
C -0.1301 0.0159 3.9025  -0.121
C -1.2163 -0.3601 4.7325  -0.013
C -0.9953 -0.9759 5.9303  -0.067
C 0.3221 -1.2427 6.3647  -0.075
C 1.3848 -0.8935 5.5823  -0.032
C 1.1856 -0.2645 4.3289  -0.158
C 2.2804 0.0434 3.4741  -0.008
C 2.0731 0.5850 2.2455  -0.038
C 0.7535 0.8717 1.8250  -0.292
S 0.5237 1.5056 0.1495  0.959
O 1.4862 0.7136 -0.6811  -0.529
C 1.2964 3.0990 0.3891  -0.362
C 0.6640 4.0676 1.1532  -0.056
C 1.2642 5.3074 1.2993  -0.034
C 2.4791 5.5919 0.6796  -0.270
C 3.1327 6.9383 0.8401  -0.052
C 3.0784 4.6052 -0.0982  -0.030
C 2.4932 3.3566 -0.2536  -0.054
H -2.8927 -5.4888 5.1894  0.075
H -1.3906 -4.8703 5.8833  0.080
H -1.3425 -6.1849 4.7161  0.085
H -3.8498 -4.1268 3.5023  0.114
H -3.6480 -2.5038 1.6452  0.119
H 0.6138 -2.5544 2.0793  0.120
H 0.4047 -4.1674 3.9466  0.122
H -3.8956 -0.3532 -0.1934  0.107
H -5.2853 1.4988 0.6988  0.120
H -5.5662 3.3824 2.2399  0.114
H -4.6675 4.8624 3.9827  0.104
H -2.3638 4.5106 4.8503  0.106
H -0.9909 2.6674 4.0076  0.120
H -2.2281 -0.1713 4.3961  0.123
H -1.8339 -1.2658 6.5505  0.106
H 0.4857 -1.7303 7.3171  0.103
H 2.3982 -1.1024 5.9039  0.113
H 3.2858 -0.1703 3.8174  0.117
H 2.8933 0.7944 1.5705  0.118
H -0.2893 3.8606 1.6282  0.103
H 0.7763 6.0713 1.8932  0.111
H 2.5104 7.6120 1.4275  0.072
H 3.3143 7.4033 -0.1299  0.082
H 4.0972 6.8457 1.3426  0.082
H 4.0146 4.8203 -0.6008  0.117
H 2.9364 2.5878 -0.8731  0.110
O -0.6861 2.7624 -2.6792  -0.081
C -0.4804 1.6169 -3.0461  -0.416
C 0.6063 1.4429 -4.1157  -0.227
C 0.9849 2.5674 -4.8436  -0.037
C 1.9834 2.4983 -5.7998  -0.079
C 2.6418 1.2944 -6.0145  -0.084
C 2.2779 0.1697 -5.2911  -0.097
C 1.2471 0.2190 -4.3511  -0.332
P 0.7120 -1.3087 -3.4664  1.045
C 2.1751 -2.3964 -3.6567  -0.380
C 3.3241 -2.0356 -2.9445  -0.106
C 4.4373 -2.8582 -2.9360  -0.089
C 4.4148 -4.0703 -3.6187  -0.099
C 3.2758 -4.4441 -4.3120  -0.089
C 2.1611 -3.6114 -4.3323  -0.085
C -0.4825 -2.0255 -4.6585  -0.391
C -0.7196 -1.5201 -5.9330  -0.072
C -1.7023 -2.0790 -6.7411  -0.082
C -2.4590 -3.1475 -6.2852  -0.094
C -2.2354 -3.6572 -5.0121  -0.087
C -1.2612 -3.0927 -4.2037  -0.125
H 0.4776 3.4989 -4.6252  0.110
H 2.2531 3.3771 -6.3729  0.099
H 3.4338 1.2263 -6.7500  0.100
H 2.7993 -0.7630 -5.4673  0.103
H 3.3364 -1.1002 -2.3943  0.105
H 5.3232 -2.5603 -2.3893  0.100
H 5.2818 -4.7184 -3.6061  0.098
H 3.2504 -5.3858 -4.8460  0.100
H 1.2831 -3.9077 -4.8923  0.097
H -0.1398 -0.6816 -6.2978  0.100
H -1.8779 -1.6727 -7.7293  0.102
H -3.2292 -3.5754 -6.9142  0.099
H -2.8325 -4.4813 -4.6428  0.101
H -1.1080 -3.4734 -3.1991  0.101

Atoms 1-3, force components in eV/Å:
Ag -0.277 -0.106 -0.575
C -0.019 0.037 0.009
C -0.009 -0.030 -0.011

---

Which of these has the lowest calculated total energy? C25H44BIrN9O3P2S3